A 13-piece molecular cluster, C47H63F5O31 overall. Source: OMol25; level of theory: the ωB97M-V functional and the def2-TZVPD basis.

The calculation puts the LUMO energy at 0.3 eV. Its total charge is 0. The value obtained for the frontier orbital gap is 10.35 eV. The value obtained for the HOMO energy is -10.02 eV. The calculation puts the energy at -126823.47136 eV.

Positions of all 146 atoms, in Å:
O: -3.743 -2.163 -0.640
C: -3.448 -2.111 -1.789
O: -2.603 -2.984 -2.384
C: -2.234 -2.561 -3.749
C: -3.250 -1.498 -4.129
C: -3.706 -0.977 -2.808
H: -2.234 -3.484 -4.401
H: -1.192 -2.161 -3.698
H: -4.063 -1.834 -4.821
H: -2.724 -0.724 -4.669
H: -4.767 -0.681 -2.720
H: -3.118 -0.149 -2.459
O: 1.290 1.928 -6.761
C: 0.486 2.241 -5.942
O: -0.003 1.473 -4.988
C: -0.730 2.267 -4.027
C: -1.282 3.508 -4.784
C: -0.114 3.696 -5.843
H: -0.073 2.460 -3.169
H: -1.526 1.661 -3.594
H: -1.477 4.326 -4.076
H: -2.168 3.135 -5.315
H: 0.711 4.299 -5.427
H: -0.299 4.012 -6.851
O: 4.436 -2.368 2.841
C: 4.268 -2.490 1.657
O: 3.041 -2.604 1.142
C: 3.087 -2.920 -0.262
C: 4.542 -2.518 -0.732
C: 5.309 -2.464 0.547
H: 2.287 -2.394 -0.760
H: 2.952 -3.997 -0.338
H: 4.602 -1.509 -1.166
H: 4.967 -3.210 -1.482
H: 6.114 -1.738 0.739
H: 5.876 -3.350 0.602
O: 0.455 0.533 4.373
C: 1.609 0.963 4.136
O: 1.801 2.206 3.752
C: 3.198 2.524 3.381
C: 4.036 1.301 3.862
C: 2.937 0.257 4.206
H: 3.550 3.413 3.925
H: 3.217 2.699 2.287
H: 4.620 1.614 4.746
H: 4.724 0.942 3.095
H: 3.052 -0.254 5.163
H: 2.889 -0.595 3.531
O: -6.512 -2.625 1.789
C: -5.766 -3.558 1.712
O: -6.183 -4.763 1.261
C: -5.073 -5.647 1.222
C: -3.824 -4.805 1.072
C: -4.300 -3.597 2.002
H: -5.306 -6.175 0.351
H: -5.039 -6.293 2.109
H: -3.515 -4.546 0.053
H: -2.960 -5.297 1.545
H: -3.820 -2.624 1.885
H: -3.950 -3.928 2.981
O: 6.894 -0.442 -4.248
C: 5.916 0.176 -4.554
O: 5.014 -0.277 -5.424
C: 3.883 0.549 -5.620
C: 4.027 1.691 -4.563
C: 5.506 1.578 -4.103
H: 3.017 -0.156 -5.498
H: 3.805 0.879 -6.631
H: 3.354 1.573 -3.682
H: 3.784 2.668 -4.953
H: 5.731 1.702 -3.025
H: 6.157 2.209 -4.675
O: 5.475 1.180 0.914
C: 4.701 1.844 0.279
O: 4.746 3.155 0.143
C: 3.666 3.629 -0.724
C: 2.641 2.445 -0.815
C: 3.520 1.270 -0.577
H: 4.171 3.905 -1.684
H: 3.300 4.536 -0.213
H: 2.072 2.461 -1.727
H: 1.959 2.571 0.064
H: 3.922 0.814 -1.472
H: 3.042 0.462 -0.002
O: 0.759 4.588 -1.925
C: -0.123 5.112 -1.338
O: -1.451 5.031 -1.749
C: -2.338 5.317 -0.644
C: -1.538 6.182 0.302
C: -0.090 5.719 0.026
H: -2.610 4.331 -0.201
H: -3.198 5.719 -1.160
H: -1.758 6.047 1.385
H: -1.703 7.228 0.114
H: 0.090 4.881 0.690
H: 0.646 6.515 0.203
C: -0.234 -2.525 5.154
C: 1.100 -3.286 5.064
O: 1.046 -3.994 3.856
C: -0.102 -3.795 3.169
O: -0.403 -4.423 2.165
O: -0.893 -2.891 3.871
F: 1.131 -4.208 6.112
H: -0.096 -1.435 5.175
H: -0.868 -2.803 5.970
H: 2.057 -2.780 5.032
C: -5.925 0.808 3.079
C: -5.418 0.479 1.650
O: -4.077 0.216 1.893
C: -3.645 0.508 3.136
O: -2.554 0.444 3.530
O: -4.668 0.875 3.847
F: -5.461 1.538 0.817
H: -6.592 0.010 3.436
H: -6.491 1.728 3.163
H: -5.873 -0.418 1.199
C: -1.666 3.108 4.496
C: -1.458 3.066 2.952
O: -0.673 4.202 2.776
C: -0.772 5.038 3.864
O: -0.259 6.157 3.881
O: -1.397 4.456 4.825
F: -2.686 3.362 2.283
H: -1.028 2.317 4.938
H: -2.710 2.845 4.640
H: -1.037 2.169 2.584
C: -1.372 -6.412 -1.593
C: -0.344 -5.876 -0.580
O: 0.298 -4.843 -1.298
C: -0.071 -4.730 -2.593
O: 0.296 -3.923 -3.415
O: -1.042 -5.663 -2.788
F: 0.663 -6.833 -0.304
H: -2.398 -6.164 -1.186
H: -1.247 -7.496 -1.767
H: -0.737 -5.514 0.323
C: -0.860 -1.393 0.459
C: -0.414 -0.300 1.404
O: -1.087 0.808 0.879
C: -1.502 0.565 -0.392
O: -1.943 1.480 -1.036
O: -1.259 -0.701 -0.716
F: 0.947 -0.130 1.312
H: -1.703 -1.912 0.900
H: -0.068 -2.141 0.280
H: -0.546 -0.542 2.460

Force components x, y, z for each atom (eV/Å):
O -0.6 -0.4 0.9
C 1.3 1.2 -2.1
O 0.0 -0.4 -0.2
C 0.4 -1.0 0.0
C -0.1 0.0 -1.3
C -1.8 -0.6 1.4
H 0.0 1.1 0.8
H -1.0 -0.3 0.0
H 0.6 -0.1 0.9
H 0.1 0.3 -0.3
H 0.5 -0.1 -0.2
H 0.3 0.5 0.2
O 0.6 -0.9 -0.4
C -0.7 2.8 -0.3
O -0.2 -0.7 0.6
C -0.6 0.1 0.6
C 1.5 -0.9 -0.7
C 0.2 -1.3 1.8
H 0.1 0.5 -0.4
H 0.0 -0.1 -0.3
H 0.0 -0.2 -0.6
H 0.0 0.6 0.2
H -0.4 0.0 -0.1
H -0.5 0.3 -0.3
O 0.0 0.0 0.0
C 0.7 0.7 0.1
O -0.5 -0.1 -0.3
C 1.5 0.0 -0.1
C -0.7 0.9 -0.9
C 0.3 -0.3 1.1
H -0.1 0.1 -0.1
H -0.2 0.0 -0.2
H -0.6 -0.3 -0.2
H -0.4 0.3 0.5
H -0.9 0.5 -0.3
H 0.6 -1.6 0.5
O 2.9 0.9 -0.5
C -1.8 -0.9 0.6
O 0.3 1.3 -0.5
C 0.1 -0.7 0.2
C -0.7 0.0 0.2
C 0.2 -0.5 0.1
H -0.7 -0.1 -0.4
H -0.1 -0.1 0.7
H -0.3 -0.4 -0.4
H -0.1 0.1 0.1
H 0.0 0.4 0.2
H 0.2 0.1 -0.5
O -0.2 0.4 0.1
C -0.3 0.0 0.3
O -0.1 1.0 0.7
C 0.3 -0.1 -0.1
C 0.6 0.8 1.4
C 1.9 -0.8 -1.0
H 0.1 -1.6 -1.2
H -0.1 0.2 -0.2
H -0.6 0.2 0.2
H -0.3 0.1 -0.2
H -0.2 -0.1 -0.5
H -0.9 0.1 0.4
O 0.0 0.0 0.1
C -0.1 0.6 0.3
O 0.5 -0.9 -0.6
C -1.2 -0.6 1.5
C -0.1 -0.4 0.9
C -0.6 -0.9 0.2
H 0.5 1.0 0.2
H 0.4 0.5 -0.7
H 0.4 -0.3 -0.7
H 0.0 0.2 -0.4
H -0.3 0.0 -0.7
H 0.4 0.7 -0.2
O 0.1 0.4 0.2
C -0.7 -1.8 -1.1
O -0.2 0.5 0.0
C 0.3 0.3 -0.2
C 0.2 1.7 1.3
C 0.6 -0.7 1.4
H -0.7 -0.2 0.6
H -0.1 -0.4 -0.5
H -0.2 0.0 -0.3
H 0.2 -0.2 -0.8
H 0.3 0.0 -0.3
H 0.2 0.2 -0.2
O 1.0 -0.2 -1.2
C -2.2 0.0 0.7
O 1.7 -0.1 -0.1
C 0.0 -1.3 -0.3
C 0.3 -0.1 1.1
C -0.8 0.8 0.6
H 0.1 0.7 -0.1
H -0.4 0.5 0.5
H -0.1 -0.1 -0.9
H 0.2 0.5 -0.3
H 0.4 -0.1 0.2
H 0.0 -0.5 -0.3
C 0.6 0.7 -1.9
C -0.7 -1.0 0.6
O -0.3 -0.1 -0.7
C -1.0 -0.8 0.5
O 0.4 2.0 2.0
O 1.0 -0.8 -0.4
F 0.2 0.5 -0.6
H 0.0 -0.3 -0.3
H -0.2 -0.6 0.3
H -0.1 0.5 0.4
C 0.4 -0.6 -0.2
C -0.1 -0.4 1.2
O 1.6 -1.0 -1.2
C -2.7 0.1 -1.6
O 3.0 -0.4 0.7
O -3.0 0.8 1.3
F -0.4 0.4 -0.4
H 0.7 0.0 0.2
H 0.4 0.4 -0.1
H 0.1 0.6 0.0
C -0.8 -1.9 -1.8
C -1.3 2.1 1.7
O 0.5 0.2 -0.4
C 2.7 3.2 -1.6
O -1.5 -2.8 -0.1
O -0.8 -0.8 1.9
F 1.0 -0.8 0.6
H 0.0 1.0 0.2
H 0.0 0.3 0.6
H 0.3 -0.5 -0.6
C 0.1 0.7 0.5
C 1.6 -1.2 -2.2
O 0.8 1.0 0.7
C -1.1 -0.1 -0.3
O -0.1 -1.6 1.7
O -0.5 -0.4 -0.5
F -1.2 0.8 -0.1
H 1.0 -0.2 -1.0
H -0.1 0.6 0.0
H -0.2 0.4 1.2
C 0.5 -1.0 0.8
C 0.0 -1.1 -0.2
O 0.5 -0.1 1.2
C 0.2 1.8 0.1
O 0.1 -1.5 -0.2
O -0.2 0.1 -0.6
F 0.6 0.6 -0.4
H -0.4 -0.1 -0.2
H -0.3 0.5 -0.3
H -0.8 0.7 -0.2